[1]
{
  "formula": "C31H50BrN3OP2Pd",
  "method": "wB97M-V/def2-TZVPD",
  "homo_lumo_gap_ev": [5.7886, 5.9839],
  "e_homo_ev": [-6.47, -6.56],
  "e_above_lowest_kcal_mol": 31.3,
  "charge": 0,
  "elements": ["H", "H", "C", "H", "H", "C", "C", "H", "H", "N", "P", "H", "H", "H", "C", "C", "H", "H", "H", "H", "H", "H", "H", "C", "C", "H", "C", "P", "H", "H", "C", "C", "C", "C", "H", "C", "C", "H", "H", "C", "C", "C", "H", "H", "C", "C", "Pd", "H", "H", "C", "H", "C", "H", "H", "C", "C", "H", "H", "H", "H", "H", "H", "H", "H", "H", "Br", "C", "N", "C", "C", "C", "N", "H", "H", "H", "C", "C", "H", "H", "H", "C", "H", "H", "H", "O", "H", "H", "C", "H"],
  "xyz": [[7.738, -0.875, 6.335], [1.354, 0.776, -3.242], [1.500, -0.011, 2.900], [2.972, 3.564, -0.511], [-0.720, -3.087, -0.146], [-4.369, -0.351, 0.754], [6.663, -1.000, 6.470], [3.076, 0.487, -2.865], [1.821, -0.854, -1.698], [-5.500, -1.014, 0.352], [-0.562, -1.369, -1.823], [3.671, 1.649, -5.107], [-2.402, -3.960, -2.601], [4.630, -1.856, 8.894], [1.795, -2.963, -1.428], [3.973, -1.326, 6.888], [-4.838, -2.360, -1.134], [-1.561, -1.905, -5.480], [-3.085, 2.446, 1.005], [1.418, -1.713, -3.208], [-2.483, 1.019, 1.817], [2.467, 1.943, 2.651], [0.493, 3.447, -1.516], [1.057, 5.128, -2.825], [0.368, -0.827, 2.689], [-6.288, -2.842, -0.204], [-3.354, 1.656, 1.714], [2.513, 2.791, -2.697], [-6.846, 0.228, 2.475], [-7.196, -0.171, -0.522], [-1.617, -4.105, -1.845], [0.697, 1.697, 1.385], [2.383, 1.133, -3.423], [-5.317, -2.341, -0.143], [-2.545, -1.726, -3.146], [2.550, -0.487, 3.733], [-1.546, -1.322, -3.391], [-2.304, -2.466, -0.601], [0.603, 2.706, 0.979], [1.235, -1.733, -2.126], [5.780, -0.758, 5.403], [-6.899, 0.631, 1.461], [-1.690, -0.255, -3.618], [5.320, 1.881, -1.606], [1.641, 1.275, 2.343], [0.913, 3.629, -2.519], [0.575, 0.496, -0.971], [2.889, -2.898, -1.481], [6.174, -0.405, 4.454], [-0.107, 0.639, 0.939], [-1.975, -4.902, -1.177], [2.739, 1.105, -4.919], [5.172, 3.633, -1.842], [1.517, -2.976, -0.365], [3.345, 2.705, -1.084], [4.881, 2.795, -1.200], [5.333, 2.963, -0.219], [2.916, -1.430, 7.130], [0.200, -1.723, 3.306], [0.205, 3.160, -3.214], [1.950, 1.552, -5.527], [0.059, -1.737, -4.804], [-4.655, -2.912, 0.536], [-3.584, 2.126, 2.691], [-7.485, -1.345, 0.792], [-1.389, 2.100, -1.212], [-0.956, -2.079, -4.579], [6.245, -1.382, 7.685], [4.930, -1.544, 7.891], [-5.780, 1.609, 1.253], [-0.539, -0.455, 1.679], [-4.519, 0.910, 1.284], [1.540, 5.665, -2.004], [2.880, 0.080, -5.269], [-0.715, -4.487, -2.340], [-6.847, -0.506, 0.471], [-1.350, -2.840, -1.014], [-5.791, 2.375, 2.039], [-7.863, 1.153, 1.351], [3.013, 1.791, -0.575], [3.466, -0.713, 4.512], [-1.477, -0.969, 1.492], [-5.915, 2.136, 0.294], [1.659, 5.261, -3.727], [-3.283, -0.951, 0.623], [1.486, -3.896, -1.910], [-0.942, -3.163, -4.413], [4.400, -0.947, 5.595], [0.086, 5.594, -2.995]],
  "lowdin_charge": [0.10, 0.03, -0.26, 0.08, 0.07, -0.43, -0.14, 0.07, 0.02, -0.10, 0.90, 0.06, 0.06, 0.10, -0.14, -0.02, 0.09, 0.07, 0.03, 0.06, 0.05, 0.13, -0.07, -0.18, -0.01, 0.09, -0.06, 0.93, 0.12, 0.13, -0.15, -0.12, -0.47, -0.06, 0.08, 0.03, -0.38, 0.04, 0.09, -0.43, -0.02, -0.17, 0.06, 0.06, -0.02, -0.55, 0.33, 0.08, 0.11, -0.28, 0.07, -0.16, 0.06, 0.07, -0.45, -0.17, 0.06, 0.11, 0.13, 0.04, 0.07, 0.05, 0.10, 0.10, 0.12, 0.21, -0.15, 0.04, -0.14, -0.17, -0.09, -0.08, 0.06, 0.06, 0.06, -0.17, -0.39, 0.13, 0.12, 0.04, 0.05, 0.08, 0.13, 0.05, -0.03, 0.07, 0.06, -0.23, 0.06]
}

---

[2]
{
  "formula": "C31H50BrN4P3Sn",
  "method": "wB97M-V/def2-TZVPD",
  "homo_lumo_gap_ev": [3.9983, 4.5386],
  "e_homo_ev": [-13.09, -12.93],
  "e_above_lowest_kcal_mol": 88.5,
  "charge": 2,
  "elements": ["H", "C", "N", "H", "N", "C", "H", "H", "H", "H", "C", "N", "C", "H", "H", "C", "H", "C", "H", "H", "C", "H", "C", "C", "C", "H", "H", "C", "H", "C", "Br", "C", "H", "H", "C", "H", "H", "H", "N", "H", "H", "P", "C", "H", "P", "C", "C", "H", "P", "H", "H", "C", "C", "H", "C", "H", "C", "H", "H", "H", "H", "C", "H", "H", "H", "H", "C", "H", "C", "H", "H", "C", "C", "H", "C", "H", "H", "C", "H", "H", "C", "H", "H", "C", "H", "H", "H", "H", "C", "Sn"],
  "xyz": [[-0.639, -2.056, -4.247], [-2.038, 3.907, -0.883], [-1.152, -0.237, 5.991], [4.617, 0.587, -0.543], [0.063, -2.342, 5.519], [-3.026, -3.263, -1.411], [-2.501, -1.151, -5.047], [3.098, 3.687, -4.877], [-2.233, 0.499, -1.019], [0.753, -2.950, 3.624], [4.173, 0.580, 0.460], [3.892, 4.386, -3.070], [2.880, 4.045, -3.868], [1.325, 1.168, 4.019], [2.305, 0.987, 1.479], [-0.029, 5.074, -1.801], [-2.611, -4.282, -1.507], [2.390, 4.934, -1.299], [-3.018, -3.006, -0.336], [-1.444, -4.819, -3.129], [1.316, 0.084, 4.210], [-5.088, -3.953, -1.291], [-1.154, 4.912, -1.316], [-2.962, -0.731, -2.960], [3.037, 0.516, -2.720], [-3.956, -0.197, -4.794], [4.439, -1.712, -1.006], [1.686, 0.094, -2.167], [0.312, 0.370, 7.396], [1.308, 4.681, -2.159], [-3.170, -1.274, 1.940], [3.543, -2.328, -1.154], [1.596, -2.692, -0.308], [-3.845, -0.533, -2.330], [3.682, 4.805, -1.822], [-1.639, 1.168, 4.521], [3.408, 1.433, -2.247], [2.218, -0.360, 3.761], [1.290, -0.194, 5.637], [-0.996, -2.980, 3.792], [4.689, 1.350, 1.045], [-1.851, -1.928, -2.039], [-3.374, -1.040, -4.395], [2.926, 0.732, -3.792], [-0.199, -0.645, 3.395], [-0.835, -2.742, -3.405], [-1.575, 0.068, 4.626], [4.382, -0.387, 0.930], [1.552, -0.328, -0.360], [0.069, 1.487, 6.014], [4.552, 5.051, -1.205], [-2.310, 1.530, -0.669], [-0.097, -2.411, 4.071], [-4.011, -1.928, -4.480], [-1.580, 2.595, -1.189], [-3.497, 5.191, 0.086], [1.307, -1.648, 5.911], [-2.217, -4.033, -4.525], [-0.609, 2.483, -1.674], [-4.380, 3.177, 1.551], [-2.354, 0.189, -2.970], [-4.481, -3.251, -1.883], [-2.559, -0.376, 4.423], [3.238, -2.272, -2.204], [3.837, -3.367, -0.956], [3.801, -0.265, -2.625], [-3.107, 4.192, -0.021], [-4.595, -3.550, -2.933], [-1.288, -4.104, -3.943], [0.959, 0.908, -2.316], [1.429, -1.782, 6.997], [1.544, 4.136, -3.443], [-3.628, 3.169, 0.797], [2.500, 1.874, -0.036], [2.687, 0.903, 0.447], [-0.539, -4.550, -4.618], [2.757, -2.025, 0.846], [-1.088, -1.706, 6.193], [2.219, 5.158, -0.242], [2.146, -2.091, 5.358], [-3.015, 1.955, 0.437], [-4.939, -2.267, -1.741], [-2.021, -2.122, 5.789], [0.132, 0.430, 6.313], [0.137, -2.876, -2.898], [1.291, -0.769, -2.725], [-0.986, -1.909, 7.270], [0.724, 3.759, -4.045], [2.417, -1.964, -0.198], [-1.990, 1.145, 1.995]],
  "lowdin_charge": [0.08, -0.20, -0.15, 0.07, -0.15, -0.39, 0.07, 0.12, 0.04, 0.10, -0.13, 0.07, -0.13, 0.09, 0.05, 0.08, 0.08, -0.01, -0.01, 0.06, -0.35, 0.09, 0.06, -0.42, -0.13, 0.09, 0.07, -0.40, 0.14, -0.24, 0.08, -0.14, 0.07, 0.08, -0.12, 0.02, 0.06, 0.09, -0.16, 0.08, 0.09, 1.08, -0.12, 0.09, 0.86, -0.40, -0.44, 0.07, 1.05, 0.13, 0.12, -0.16, -0.30, 0.07, 0.02, 0.14, -0.16, 0.08, 0.12, 0.12, 0.05, -0.13, 0.02, 0.07, 0.09, 0.06, 0.03, 0.07, -0.13, 0.05, 0.14, -0.01, -0.05, 0.07, -0.39, 0.09, 0.08, -0.15, 0.12, 0.13, -0.43, 0.07, 0.13, -0.15, 0.05, 0.06, 0.14, 0.12, -0.40, 1.04]
}

---

- Number 1 is which compound?
  C31H50BrN3OP2Pd